72
Properties=species:S:1:pos:R:3:forces:R:3 method="wB97M-V/def2-TZVPD" molar_mass_g_mol=928.32 e_lumo_ev=-0.8965 orbital_gap_ev=7.86
I 8.68557 4.42217 1.00050 0.1 0.0 -0.1
I 5.92117 4.17354 -1.82142 0.1 0.1 0.7
S 1.92759 1.65246 0.73982 0.1 -0.3 0.0
P 4.81329 1.53178 -2.76330 0.0 -0.1 -1.3
P 1.69096 2.61429 -2.09732 -0.1 0.4 -0.5
F 3.46951 -1.57226 1.36524 0.1 -0.2 -0.1
F 1.25272 2.92409 1.33083 0.0 -0.1 -0.1
O 6.13971 0.61467 -2.55047 0.3 0.4 0.4
O 2.02921 -2.46301 -0.05100 0.0 0.0 0.1
O 1.11918 1.21229 -2.53828 0.3 -0.1 0.4
O 0.87122 0.82486 0.24374 0.0 0.1 0.2
O 6.59345 3.18138 2.59385 0.0 0.0 -0.1
O 2.72579 4.79243 -0.33371 -0.1 0.0 0.1
O 2.37804 3.36878 -3.14054 0.0 -0.3 0.1
O 0.43874 3.33596 -1.43626 0.2 -0.1 -0.1
O 5.37916 -0.30379 -0.10808 0.2 0.0 0.1
O 2.82657 1.17831 1.73492 -0.2 0.2 -0.1
O 3.87770 0.39707 -3.47323 -0.3 0.0 0.3
N 3.22066 -0.61796 -0.67700 -0.3 0.6 0.6
N 4.46495 3.55808 0.65501 -0.2 0.0 -0.4
C -1.59714 -4.13367 1.00926 0.0 0.0 0.0
C 3.28188 3.77063 -0.12482 0.1 -0.4 0.4
C -2.60778 -0.42241 -6.13244 0.0 0.0 0.0
C -1.58058 0.88384 -4.39634 -0.1 0.0 0.0
C -3.09187 -1.86367 1.57642 0.0 0.0 0.0
C 7.04359 3.15373 1.49606 -0.2 0.0 0.3
C -2.97259 -4.23090 1.17188 0.0 0.0 0.0
C -3.45704 -0.99841 -5.19706 0.0 0.0 0.0
C -7.78596 -1.32462 5.61240 0.0 0.0 0.0
C 6.52797 2.18013 0.44244 0.0 0.2 0.3
C 2.85381 2.34557 -0.67009 -0.3 0.4 0.0
C -6.63216 -0.61381 5.31143 0.0 0.0 0.0
C -3.71963 -3.09607 1.45756 0.0 0.0 0.0
C -3.36878 -0.63350 -3.86094 0.0 0.0 0.0
C -2.42923 0.30705 -3.46125 0.0 0.0 0.0
C 2.84152 -1.64460 0.19914 0.2 -0.1 -0.3
C 4.32977 0.19191 -0.45436 0.3 0.0 0.1
C -1.71669 -1.76840 1.41097 0.0 0.0 0.0
C -1.67045 0.52006 -5.73285 0.0 0.0 0.0
C 5.22920 2.67467 -0.18618 0.3 0.1 -1.0
C 4.22094 1.63178 -0.87310 0.0 0.2 0.3
C -5.52137 -1.27572 4.80655 0.0 0.0 0.0
C -0.96583 -2.90300 1.12955 0.0 0.1 0.0
C -5.56319 -2.64841 4.60464 0.0 0.0 0.0
C -7.82972 -2.69658 5.40586 0.0 0.0 0.0
C -6.71809 -3.35860 4.90264 0.0 0.0 0.0
H 0.69143 0.72118 -1.81766 -0.3 0.1 -0.1
H -0.85062 1.61704 -4.08454 0.0 0.0 0.0
H 6.34249 1.27126 1.01183 0.0 -0.1 -0.1
H -3.46313 -5.19137 1.07670 0.0 0.0 0.0
H -4.03183 -1.08087 -3.13157 0.0 0.0 0.0
H -2.67629 -0.70968 -7.17392 0.0 0.0 0.0
H -4.79181 -3.17045 1.58901 0.0 0.0 0.0
H -8.65163 -0.80898 6.00808 0.0 0.0 0.0
H -6.75161 -4.42875 4.74214 0.0 0.0 0.0
H 6.38777 0.39060 -1.63464 -0.1 -0.3 -0.1
H -1.01426 -5.01859 0.78729 0.0 0.0 0.0
H -6.59888 0.45643 5.47108 0.0 0.0 0.0
H -4.69411 -3.16260 4.21476 0.0 0.0 0.0
H 0.53021 4.29481 -1.55325 0.0 0.0 0.2
H 7.28926 2.02297 -0.31882 -0.1 -0.2 0.0
H -2.36027 0.59066 -2.41754 0.0 0.0 0.0
H 4.41532 -0.27665 -3.91060 -0.1 -0.2 0.2
H -1.00828 0.97020 -6.46125 0.0 0.0 0.0
H 2.40992 -0.15108 -1.05999 0.1 -0.5 -0.5
H -4.18799 -1.73307 -5.50964 0.0 0.0 0.0
H -4.62065 -0.72314 4.56994 0.0 0.0 0.0
H 0.10560 -2.82432 1.00000 -0.1 -0.1 0.0
H -3.67653 -0.97935 1.79857 0.0 0.0 0.0
H -8.73081 -3.25008 5.63730 0.0 0.0 0.0
H -1.22676 -0.80594 1.50019 0.0 0.0 0.0
H 4.23762 3.10758 1.54588 0.1 0.2 0.1